one:
Formula: C3H5N3
Source: the OMol25 dataset
Level of theory: ωB97M-V/def2-TZVPD

Positions of all 11 atoms, in Å:
N 0.88960 0.30169 1.62052
C 0.12287 0.08139 0.46405
C -0.68540 0.81451 -0.38957
C -0.95497 -0.08309 -1.45320
N -0.42000 -1.27585 -1.26383
N 0.20555 -1.15550 -0.07863
H 0.83689 1.23649 1.99943
H 1.86350 0.08155 1.43432
H -1.07357 1.81854 -0.28137
H -1.45014 0.12666 -2.39357
H 0.66568 -1.94639 0.34185

Summary:
- HOMO level (eV) = -8.49
- SMILES = Nc1ccn[nH]1
- LUMO energy (Ha) = 0.0330

***

two:
Formula: C3H5N3
Source: the OMol25 dataset
Level of theory: ωB97M-V/def2-TZVPD

Positions of all 11 atoms, in Å:
C 1.50275 -0.52993 -0.00812
C 1.34201 0.81852 -0.10356
C -0.71440 -0.20927 -0.07675
N 0.43825 -1.30413 0.09579
N -0.07442 0.92140 -0.22305
N -1.96105 -0.55847 -0.06522
H 2.51165 -0.93882 0.17850
H 2.09317 1.56143 -0.19139
H -0.66176 1.73315 -0.33390
H -2.02470 -1.55862 0.21266
H -2.45151 0.06474 0.51504

Summary:
- HOMO level (eV) = -7.33
- SMILES = Nc1ncc[nH]1
- LUMO energy (Ha) = 0.0254

***

three:
Formula: C3H5N3
Source: the OMol25 dataset
Level of theory: ωB97M-V/def2-TZVPD

Positions of all 11 atoms, in Å:
N 2.04288 -0.01050 -0.11369
C 0.63753 -0.17615 -0.12062
C -0.19584 0.82263 -0.52699
N -1.45558 0.43754 -0.14701
C -1.34310 -0.80292 0.42181
N -0.09092 -1.20350 0.45448
H 2.58033 -0.85701 -0.24468
H 2.31029 0.41791 0.76650
H 0.01006 1.73654 -1.06264
H -2.26546 1.02712 -0.26108
H -2.21118 -1.34918 0.79503

Summary:
- HOMO level (eV) = -8.48
- SMILES = Nc1c[nH]cn1
- LUMO energy (Ha) = 0.0355

***

four:
Formula: C3H5N3
Source: the OMol25 dataset
Level of theory: ωB97M-V/def2-TZVPD

Positions of all 11 atoms, in Å:
C 0.92044 -1.11328 0.87307
N 0.25196 -0.12397 0.28120
C -0.82382 0.66013 0.77074
N -1.46617 1.26624 -0.16648
N -0.78601 0.99176 -1.36660
C 0.38139 0.31667 -0.97272
H 1.59264 -1.65772 0.22722
H -1.04704 0.03963 -1.77983
H 0.82552 -1.27180 1.93053
H -1.06273 0.68839 1.82942
H 1.21381 0.20394 -1.62656

Summary:
- HOMO level (alpha / beta) (eV) = -6.73 / -6.73
- LUMO energy (alpha / beta) (Ha) = 0.0275 / 0.0275

***

Energy comparison, zero being the most stable, in hartree: one 0.0174; two 0.0561; three 0.0000; four 0.1650.

***

one:
Formula: CH2N2O2S
Source: the OMol25 dataset
Level of theory: ωB97M-V/def2-TZVPD

Positions of all 8 atoms, in Å:
C -2.58151 -0.17292 0.02470
N -1.36646 -0.16140 -0.00486
N -0.08432 0.05373 -0.20265
O 2.63445 0.50550 0.03911
O -3.74794 -0.11702 0.06281
S 2.00369 -0.93080 0.38866
H 2.88175 0.87739 0.89627
H 0.26035 -0.05448 -1.20403

Summary:
- HOMO level (alpha / beta) (eV) = -8.63 / -8.46
- LUMO energy (alpha / beta) (Ha) = -0.0582 / -0.0603

***

two:
Formula: CH2N2O2S
Source: the OMol25 dataset
Level of theory: ωB97M-V/def2-TZVPD

Positions of all 8 atoms, in Å:
C 0.81243 -0.54453 -0.71428
N 0.04602 -0.27344 0.36614
N -0.67731 0.94797 0.57000
O -0.42353 1.82474 -0.21146
O -1.47635 1.03331 1.44310
S 1.10999 -2.08616 -1.19332
H 0.92360 0.26772 -1.34525
H -0.31485 -1.16961 1.08508

Summary:
- HOMO level (eV) = -9.48
- SMILES = O=[N+]([O-])NC=S
- LUMO energy (Ha) = -0.0350

***

Energy comparison, zero being the most stable, in hartree: one 0.0073; two 0.0000.

***

one:
Formula: CH2N2O2S
Source: the OMol25 dataset
Level of theory: ωB97M-V/def2-TZVPD

Positions of all 8 atoms, in Å:
C 0.35105 -0.31233 1.29109
N 0.30496 0.99753 1.34633
N 0.00743 -0.51009 -0.51171
O -0.35711 0.48951 -1.15881
O -0.05928 -1.71674 -1.06754
S -0.82914 -2.08854 -2.58548
H 0.19630 1.63228 0.44426
H 0.38580 1.50837 2.24185

Summary:
- HOMO level (alpha / beta) (eV) = -8.81 / -8.14
- LUMO energy (alpha / beta) (Ha) = -0.0298 / -0.0574

***

two:
Formula: CH2N2O2S
Source: the OMol25 dataset
Level of theory: ωB97M-V/def2-TZVPD

Positions of all 8 atoms, in Å:
C 1.77966 -0.80782 0.32505
N 2.32111 -1.66146 0.86843
N -1.55460 0.38920 -0.45294
O 0.53519 1.00253 1.54449
O -0.26065 0.34144 -1.02641
S 1.08549 0.82766 -0.06808
H -1.67392 -0.53984 0.06104
H -2.23228 0.44828 -1.25157

Summary:
- HOMO level (eV) = -10.42
- LUMO energy (Ha) = -0.0245

***

three:
Formula: CH2N2O2S
Source: the OMol25 dataset
Level of theory: ωB97M-V/def2-TZVPD

Positions of all 8 atoms, in Å:
C -1.71258 -0.45180 -0.00441
N 0.30256 -0.01674 1.77548
N -0.28702 0.43636 2.58861
O -1.99577 0.55101 -0.47521
O -1.41457 -1.48979 0.32968
S 1.34581 0.43941 -0.94890
H 2.48468 -0.22452 -1.08254
H 1.27688 0.75606 -2.18271

Summary:
- HOMO level (eV) = -9.92
- SMILES = O=C=O.N#N.S
- LUMO energy (Ha) = 0.0239

***

four:
Formula: CH2N2O2S
Source: the OMol25 dataset
Level of theory: ωB97M-V/def2-TZVPD

Positions of all 8 atoms, in Å:
C 0.24480 0.52834 -0.51680
N 0.51150 1.14757 0.73511
N 1.51516 0.40852 -0.02394
O -2.51739 -0.19711 -1.23330
O -0.78483 -1.32257 0.17512
S -1.23333 -0.82255 -1.17763
H 0.37290 0.61660 1.56922
H 1.89120 -0.35880 0.47221

Summary:
- HOMO level (eV) = -10.29
- SMILES = O=S(=O)=C1NN1
- LUMO energy (Ha) = -0.0402

***

Energy comparison, zero being the most stable, in hartree: one 0.3268; two 0.2501; three 0.0000; four 0.2531.

***

one:
Formula: C4H6O2
Source: the OMol25 dataset
Level of theory: ωB97M-V/def2-TZVPD

Positions of all 12 atoms, in Å:
O 1.34150 -1.01039 1.88973
C 0.69713 -0.23394 1.02682
C -0.31209 -0.72724 0.03615
C -0.39353 0.81395 -0.26342
O -1.07840 1.51073 -0.99844
C 0.61673 1.08608 0.75300
H 1.93172 -0.46280 2.42302
H -1.43932 -0.54000 -3.09220
H -1.19653 -1.15404 0.52016
H 0.06617 -1.42510 -0.71905
H -1.24343 0.14919 -2.89018
H 1.00966 1.99881 1.18765

Summary:
- HOMO level (eV) = -9.57
- LUMO energy (Ha) = 0.0136

***

two:
Formula: C4H6O2
Source: the OMol25 dataset
Level of theory: ωB97M-V/def2-TZVPD

Positions of all 12 atoms, in Å:
C -2.84310 0.62889 -0.03391
C -3.48309 -0.37960 0.02840
C 1.15175 0.14518 0.01810
C 2.63112 -0.13003 0.10693
H -2.53668 1.59680 0.07216
H -4.04502 -1.27932 0.10258
H -0.48932 -0.55420 0.06261
H 3.05336 0.94139 -0.28284
H 2.86526 -0.51573 1.04642
H 2.79360 -0.67429 -0.94552
O 0.55194 1.18806 -0.05296
O 0.35018 -0.96714 -0.12196

Summary:
- HOMO level (eV) = -10.42
- SMILES = CC(=O)O.C#C
- LUMO energy (Ha) = 0.0325

***

Energy comparison, zero being the most stable, in hartree: one 0.0000; two 0.0179.

***

one:
Formula: C4H6O2
Source: the OMol25 dataset
Level of theory: ωB97M-V/def2-TZVPD

Positions of all 12 atoms, in Å:
C -1.27907 -0.40233 0.48908
C -0.06859 -0.09409 1.28377
C 0.67036 1.19314 -0.95103
O -0.14050 1.86386 -1.51273
C 1.40497 -0.09003 -1.15918
O 1.63901 -0.84652 -0.20399
H -1.95320 0.45942 0.39813
H -1.01506 -0.69811 -0.55180
H -1.82424 -1.26500 0.90345
H 0.42839 -0.88323 1.83743
H 0.16551 0.92792 1.57343
H 1.97241 -0.16504 -2.10656

Summary:
- HOMO level (alpha / beta) (eV) = -7.72 / -8.38
- LUMO energy (alpha / beta) (Ha) = -0.0319 / -0.0201

***

two:
Formula: C4H6O2
Source: the OMol25 dataset
Level of theory: ωB97M-V/def2-TZVPD

Positions of all 12 atoms, in Å:
C 1.13638 0.21056 0.25805
C 0.12670 -0.29660 -0.75544
C 0.15461 -0.80009 0.69717
O -0.84688 -0.48084 1.59193
C -0.98280 0.61432 -1.10374
O -1.28663 1.58696 -0.44291
H 0.94604 1.23670 0.57137
H -0.78162 0.46846 1.74877
H 2.18136 -0.05664 0.14961
H 0.44894 -0.99248 -1.52430
H 0.47156 -1.83255 0.81462
H -1.56766 0.34219 -2.00513

Summary:
- HOMO level (eV) = -9.72
- SMILES = O=C[C@H]1C[C@H]1O
- LUMO energy (Ha) = 0.0360

***

three:
Formula: C4H6O2
Source: the OMol25 dataset
Level of theory: ωB97M-V/def2-TZVPD

Positions of all 12 atoms, in Å:
C 1.34116 0.37625 -0.49202
C -0.10012 0.25077 0.00134
O -1.11085 0.90834 -0.71075
C -0.28361 0.05685 1.46330
C -1.19973 -0.53623 -0.66850
O 0.51398 -0.58063 2.10842
H 1.74191 -0.61555 -0.69426
H 1.41782 0.98618 -1.39994
H 1.99804 0.83169 0.26246
H -1.25572 0.41329 1.86110
H -0.93419 -1.16838 -1.52044
H -2.12870 -0.92257 -0.21072

Summary:
- HOMO level (eV) = -9.92
- SMILES = C[C@]1(C=O)CO1
- LUMO energy (Ha) = 0.0329

***

four:
Formula: C4H6O2
Source: the OMol25 dataset
Level of theory: ωB97M-V/def2-TZVPD

Positions of all 12 atoms, in Å:
C -1.39447 -0.35807 0.43965
C -0.03270 0.20650 0.85967
C 0.50791 0.75584 -0.47082
O 0.04238 1.66665 -1.12272
C 1.59916 -0.14698 -1.05267
O 1.99956 -1.06720 -0.38472
H -2.08999 0.46750 0.28795
H -1.27043 -0.87402 -0.52103
H -1.81591 -1.08189 1.14133
H 0.57681 -0.59799 1.29252
H -0.09263 0.99908 1.60945
H 1.97030 0.03059 -2.07862

Summary:
- HOMO level (eV) = -9.80
- SMILES = CCC(=O)C=O
- LUMO energy (Ha) = -0.0193

***

Energy comparison, zero being the most stable, in hartree: one 0.1406; two 0.0149; three 0.0340; four 0.0000.

***

one:
Formula: C4H8IN2
Source: the OMol25 dataset
Level of theory: ωB97M-V/def2-TZVPD

Positions of all 15 atoms, in Å:
C 0.23797 0.24680 -1.40680
C 1.56429 -1.20308 0.03436
C -0.31038 0.85499 -0.16438
C 0.61360 -0.84424 1.13614
N 1.06902 -0.72824 -1.34460
N -1.83417 1.01011 -0.03519
I 1.22928 -0.33171 3.00238
H -0.04565 0.63648 -2.36654
H 2.54474 -0.85891 0.02534
H 1.48913 -2.21171 -0.02798
H 0.37496 1.70600 0.12040
H -0.31511 -1.45641 1.06455
H -2.04971 0.74551 0.87855
H -2.41597 0.43939 -0.76816
H -2.15200 1.99501 -0.14807

Summary:
- HOMO level (alpha / beta) (eV) = -12.81 / -12.81
- LUMO energy (alpha / beta) (Ha) = -0.1593 / -0.1593
- total charge = +1

***

two:
Formula: C4H8IN2
Source: the OMol25 dataset
Level of theory: ωB97M-V/def2-TZVPD

Positions of all 15 atoms, in Å:
C 0.64013 0.78673 -0.33333
C 0.41814 0.27805 1.08364
C -1.47697 -0.68386 -0.22723
C 0.91713 -0.03893 -1.39203
N 0.78263 2.04910 -0.34487
N -0.86220 -0.56972 1.05181
I 1.82570 -1.86196 -1.19274
H 1.25234 -0.38603 1.42767
H 0.57347 1.04221 1.87042
H -2.35274 0.00043 -0.39854
H -1.37821 -1.63886 -0.81689
H 0.90054 0.36344 -2.39223
H 0.91038 2.37248 -1.33361
H -0.53528 -1.52636 1.30525
H -1.61504 -0.18673 1.69267

Summary:
- HOMO level (alpha / beta) (eV) = -12.54 / -13.87
- LUMO energy (alpha / beta) (Ha) = -0.1874 / -0.1895
- total charge = +1

***

Energy comparison, zero being the most stable, in hartree: one 0.0000; two 0.0204.

***

one:
Formula: C3H8N5
Source: the OMol25 dataset
Level of theory: ωB97M-V/def2-TZVPD

Positions of all 16 atoms, in Å:
C -1.94045 0.35658 -0.07273
C 1.48470 -0.08439 -1.35490
C 1.05802 -0.60491 1.22347
N -1.78416 -1.00432 -0.39842
N -0.64792 -1.37887 -0.33596
N -3.04050 0.92243 -0.03366
N -0.60885 0.79226 0.16909
N 0.22993 -0.28454 0.06358
H 0.91751 0.41678 -2.12880
H 2.27118 0.49444 -0.90064
H 1.72425 -1.11433 -1.58362
H 1.65021 -1.49224 1.00340
H 1.71710 0.23243 1.45756
H 0.41926 -0.80874 2.08627
H -3.12401 1.90102 0.20591
H -0.32628 1.65640 0.59945

Summary:
- HOMO level (eV) = -14.60
- LUMO energy (Ha) = -0.1911
- total charge = +1

***

two:
Formula: C3H8N5
Source: the OMol25 dataset
Level of theory: ωB97M-V/def2-TZVPD

Positions of all 16 atoms, in Å:
C -0.45792 -0.04974 -0.09234
C -0.23019 1.39423 -0.37314
C 1.99160 -1.36153 0.42750
N -0.27230 -2.37152 0.24078
N -1.46815 -2.05856 0.10820
N 0.58204 -1.46452 0.15333
N -1.61178 -0.67067 -0.08730
N -2.90022 -0.28245 -0.16262
H -0.99450 1.75717 -0.89718
H -0.03236 2.06214 0.41920
H 0.79032 1.46438 -0.87500
H 2.39427 -0.67655 -0.32500
H 2.10857 -1.19864 1.40061
H 2.31912 -2.34777 0.31788
H -2.95118 0.62071 0.27940
H -3.51649 -1.03654 0.07763

Summary:
- HOMO level (eV) = -14.91
- SMILES = Cc1n(C)nn[n+]1N
- LUMO energy (Ha) = -0.1495
- total charge = +1

***

Energy comparison, zero being the most stable, in hartree: one 0.0000; two 0.0169.

***

one:
Formula: C4H9N3
Source: the OMol25 dataset
Level of theory: ωB97M-V/def2-TZVPD

Positions of all 16 atoms, in Å:
C -0.63795 -0.20916 0.25858
C -0.21072 0.65592 1.41738
C -0.03404 -0.10586 -0.97938
N -2.21169 0.75585 -0.37922
C 1.38007 -1.38411 -0.05474
N 0.25444 0.31926 -2.08718
N 2.52142 -1.06536 0.37000
H -1.15934 -1.13501 0.46145
H -1.93388 1.69700 -0.66878
H -2.54954 0.31876 -1.23970
H 1.14819 0.02885 -2.48441
H 2.58491 -0.08185 0.65714
H 1.18662 -2.41609 -0.38948
H 0.44072 0.09535 2.09003
H 0.32559 1.54435 1.08044
H -1.10479 0.98211 1.94786

Summary:
- HOMO level (eV) = -7.22
- LUMO energy (Ha) = 0.0294

***

two:
Formula: C4H9N3
Source: the OMol25 dataset
Level of theory: ωB97M-V/def2-TZVPD

Positions of all 16 atoms, in Å:
C 0.19230 -1.83941 -0.00429
C -0.06102 -1.23797 -1.15898
C 0.34159 2.87780 -0.72662
C -0.83242 -2.10668 1.05058
N 0.17215 1.59782 -0.10244
N 0.62044 1.24932 0.94975
N 0.88221 0.60137 1.83777
H 1.18235 -2.22784 0.19942
H 0.69736 -1.09594 -1.91270
H -1.05484 -0.88770 -1.40186
H -0.08918 2.79966 -1.72093
H 1.39494 3.15143 -0.81532
H -0.18502 3.65377 -0.17380
H -0.95682 -3.18165 1.19667
H -1.79507 -1.67553 0.78310
H -0.50896 -1.67845 1.99967

Summary:
- HOMO level (eV) = -9.29
- LUMO energy (Ha) = 0.0295

***

Energy comparison, zero being the most stable, in hartree: one 0.0990; two 0.0000.